18
Properties=species:S:1:pos:R:3:mulliken_charge:R:1 method="wB97M-V/def2-TZVPD" orbital_gap_ev=7.62 lumo_ha=0.007 de_lowest_kj_mol=486.3 e_tot_ha=-326.9461 charge=0
C 1.65 0.64 -1.38 -1.297
C 0.82 -0.31 -0.57 0.164
C 1.08 -0.48 0.87 -0.382
N 0.00 0.34 1.41 -0.827
C -1.27 -0.34 1.30 -0.194
C -1.89 -0.01 -0.13 -0.569
O -0.91 0.78 -0.79 -0.509
H 1.17 0.93 -2.31 0.357
H 2.60 0.12 -1.60 0.368
H 1.90 1.53 -0.79 0.348
H 0.30 -1.09 -1.12 0.326
H 2.05 -0.07 1.16 0.328
H 1.03 -1.54 1.18 0.319
H -1.21 -1.43 1.43 0.213
H -1.94 0.05 2.07 0.352
H -2.09 -0.89 -0.74 0.282
H -2.81 0.57 -0.04 0.260
H -0.47 1.20 0.05 0.459